Formula: C7H5Cl2O3
Source: OMol25
Level of theory: ωB97M-V/def2-TZVPD

Geometry as XYZ:
```
17
Properties=species:S:1:pos:R:3:forces:R:3:mulliken_charge:R:1
Cl -0.6557 1.3952 2.2813 0.040 0.465 0.044 -0.233
Cl -3.0698 0.5158 -1.0450 -1.195 -0.304 -0.503 -0.204
O -3.1931 -1.4027 1.5724 0.594 -1.655 -1.094 -0.666
O -0.6714 -1.4865 -0.3203 -0.680 -1.741 0.604 -0.454
O -3.3857 0.5455 2.5404 0.001 1.663 0.432 -0.698
C -1.5735 0.8421 -0.2700 2.686 0.709 -1.267 -0.416
C -2.8400 -0.2633 1.8121 0.519 0.154 0.260 0.370
C -0.3460 -0.9144 0.9207 0.380 -0.145 1.156 -0.219
C 0.9690 -0.2719 0.6904 0.370 0.455 -1.815 -0.621
C -1.3830 0.2500 1.1142 -1.609 0.209 0.199 0.653
C 0.9393 0.0569 -0.6292 1.083 -0.928 3.048 -0.685
C -0.2796 -0.4863 -1.0827 -1.843 3.699 -2.811 -0.182
H -1.3209 1.9596 -0.5781 -0.089 -2.514 1.360 0.296
H -0.2741 -1.6301 1.7164 -0.800 -0.427 0.333 0.592
H 1.6577 -0.0539 1.4705 0.448 0.185 0.222 0.478
H 1.6510 0.4785 -1.2639 0.990 0.985 -0.641 0.508
H -0.3491 -0.4667 -2.1803 -0.894 -0.809 0.474 0.477
```
Positions in Å, forces in eV/Å.

As for the LUMO energy: 3.35 eV. Its charge is -1. Its spin multiplicity is 1. As for the orbital gap: 7.812 eV.


Formula: C7H5ClNOP
Source: OMol25
Level of theory: ωB97M-V/def2-TZVPD

Geometry as XYZ:
```
16
Properties=species:S:1:pos:R:3:forces:R:3:mulliken_charge:R:1
Cl -2.6832 -0.9021 1.3636 -0.653 -0.900 1.004 -0.180
P -2.1704 0.2632 -0.1286 0.817 2.201 -0.584 0.513
O -2.4196 2.6881 0.5609 -0.069 -1.321 -0.424 -0.346
N -3.2670 -1.3161 -2.3527 -0.746 -0.887 -1.419 -0.317
C 0.3114 -1.0957 -0.3279 1.066 2.189 0.852 -0.407
C 1.6723 -1.1771 -0.1564 1.138 -2.301 0.731 -0.569
C 0.3202 1.2946 0.3040 -0.408 -2.144 0.646 -0.525
C -0.3432 0.1038 -0.0669 -0.462 0.720 -0.983 0.409
C -2.7895 -0.6814 -1.5402 1.149 0.914 1.839 0.186
C 1.6502 1.0845 0.6617 0.971 1.926 -0.409 -0.512
C 2.3065 -0.0871 0.3655 0.586 0.498 0.124 -0.187
H -0.2466 -1.8998 -0.5605 -1.730 -2.789 -0.931 0.467
H 3.3690 -0.0967 0.5405 0.180 -0.243 0.186 0.353
H 2.3558 1.8480 1.0440 -1.096 -0.016 -0.144 0.285
H -0.3577 2.1247 0.4346 0.682 0.637 0.203 0.585
H 2.2920 -2.1507 -0.1417 -1.424 1.516 -0.691 0.244
```
Positions in Å, forces in eV/Å.

Its energy relative to the best compared isomer or geometry (same formula, charge and spin) is 122.0 kcal per mole. As for the LUMO energy (alpha / beta): -2.28 / -1.82 eV. Its spin multiplicity is 1. As for the orbital gap (alpha / beta): 7.932 / 8.105 eV.


Formula: C7H5ClS
Source: OMol25
Level of theory: ωB97M-V/def2-TZVPD

Geometry as XYZ:
```
14
Properties=species:S:1:pos:R:3:forces:R:3:mulliken_charge:R:1
Cl -1.3325 -2.8425 2.8922 0.343 0.406 -0.467 -0.175
S 0.6631 -0.6638 3.0982 0.944 0.319 -0.260 -0.181
C -0.9451 -0.4881 -1.2929 -1.260 -1.070 1.474 -0.192
C 0.2832 -0.0043 0.5731 0.205 2.365 -1.294 -0.027
C 0.0225 0.4242 -0.6983 0.106 -0.588 -1.148 -0.897
C 1.1979 0.4531 1.6537 -1.800 -4.297 -0.064 -0.595
C -1.4074 -1.3379 -0.3415 -0.297 -1.228 1.341 -0.739
C -0.4434 -1.5830 2.1133 -0.538 0.989 -0.396 0.705
C -0.6206 -1.0429 0.8751 -1.051 -2.370 0.034 0.153
H 2.1814 0.2795 1.3662 1.939 -0.552 -0.066 0.369
H 1.0930 1.3999 1.9444 -0.623 3.841 1.181 0.463
H -1.3871 -0.5883 -2.2555 0.231 0.728 -0.893 0.436
H 0.3737 1.1723 -1.3991 0.707 0.337 0.847 0.367
H -2.1944 -2.1449 -0.3630 1.094 1.120 -0.288 0.314
```
Positions in Å, forces in eV/Å.

Its energy relative to the best compared isomer or geometry (same formula, charge and spin) is 0.0 kcal per mole. As for the LUMO energy: -0.28 eV. Its spin multiplicity is 1. As for the orbital gap: 7.955 eV.


Formula: C7H5F5N2
Source: OMol25
Level of theory: ωB97M-V/def2-TZVPD

Geometry as XYZ:
```
19
Properties=species:S:1:pos:R:3:forces:R:3:mulliken_charge:R:1
F 0.5814 1.7439 -1.4630 0.765 -0.559 -0.819 -0.318
F -2.9906 -1.5504 -1.0991 0.077 0.432 0.783 -0.212
F -2.1949 1.8055 -0.8157 0.343 -0.697 0.635 -0.170
F -2.0345 1.6681 1.3654 0.363 -0.632 -0.553 -0.181
F -2.9852 -1.6232 1.1172 -0.116 0.356 -0.384 -0.198
N -2.1399 -1.4758 0.0326 -0.374 -2.112 -0.322 0.155
N -2.3726 0.8877 0.2418 -1.570 0.696 0.123 -0.012
C 0.5716 1.1988 -0.1607 -1.623 -0.114 -0.989 0.371
C 2.5407 -0.0807 0.2838 1.495 0.557 1.411 -0.286
C -0.2039 -0.1616 -0.2501 -0.192 0.259 1.047 0.383
C 0.5395 -1.4250 -0.4561 2.055 4.221 1.621 -1.043
C -1.5182 -0.2480 0.0795 1.590 2.788 -0.851 0.546
C 1.9361 1.0920 0.3688 -1.470 -2.479 -1.605 -0.831
C 1.8373 -1.2976 -0.0559 0.728 -3.847 -1.500 -0.126
H -0.1052 -2.2055 -0.6438 -0.309 -2.213 -0.454 0.590
H 0.0773 2.0399 0.2713 -0.999 -0.320 1.391 0.292
H 3.6084 -0.0817 0.6257 -1.082 -0.614 -0.507 0.318
H 2.4990 -2.2613 -0.0722 -1.316 1.836 0.142 0.244
H 2.3536 1.9750 0.6305 1.632 2.443 0.832 0.476
```
Positions in Å, forces in eV/Å.

Its energy relative to the best compared isomer or geometry (same formula, charge and spin) is 56.7 kcal per mole. As for the LUMO energy: -1.54 eV. Its spin multiplicity is 1. As for the orbital gap: 8.177 eV.


Formula: C7H5IN2O3
Source: OMol25
Level of theory: ωB97M-V/def2-TZVPD

Geometry as XYZ:
```
18
Properties=species:S:1:pos:R:3:forces:R:3:mulliken_charge:R:1
I -2.8610 -3.0165 -0.6992 0.799 0.533 0.319 0.043
O -0.2669 0.4780 -2.2304 -1.046 0.262 0.096 -0.559
O -0.8370 2.6650 1.1973 -2.240 1.043 -2.607 -0.570
O -1.6259 1.7507 -1.1047 -0.766 0.408 -0.115 -0.804
N -0.6311 1.0359 -1.2092 1.043 -0.180 -1.566 1.186
N 1.6997 1.0514 2.8412 -0.504 1.232 -0.927 -0.389
C 1.2539 -1.3657 -0.3238 0.150 0.343 0.267 -0.269
C 0.0396 1.7536 0.9492 2.370 -0.589 0.634 0.766
C 1.0713 1.5873 2.0241 -0.685 -1.437 0.412 -0.122
C -1.1076 -1.9634 -0.0447 -0.664 -0.538 -1.020 -0.426
C 1.3072 -0.0536 -0.1134 2.146 0.409 0.570 -0.744
C 0.0165 -1.9962 -0.7466 -0.871 -0.502 0.873 -0.594
C 0.2456 0.9410 -0.1333 -0.422 0.026 1.625 0.293
H -1.4242 2.7400 0.2887 1.346 -0.611 2.299 0.459
H 2.1162 -2.0335 -0.1347 -0.398 0.721 -0.375 0.383
H -1.2720 -1.3924 0.8358 -0.018 0.233 0.692 0.491
H 0.0206 -2.6025 -1.6107 0.227 -0.599 -0.977 0.366
H 2.2551 0.4209 0.2143 -0.466 -0.755 -0.200 0.489
```
Positions in Å, forces in eV/Å.

Its energy relative to the best compared isomer or geometry (same formula, charge and spin) is 0.0 kcal per mole. As for the LUMO energy: -1.37 eV. Its spin multiplicity is 1. As for the orbital gap: 7.810 eV.


Formula: C7H5N3O2
Source: OMol25
Level of theory: ωB97M-V/def2-TZVPD

Geometry as XYZ:
```
17
Properties=species:S:1:pos:R:3:forces:R:3:mulliken_charge:R:1
O 2.3029 -1.2410 1.7108 -0.465 0.473 -0.290 -0.571
O 0.9946 -3.6199 1.9201 0.152 0.066 0.133 -0.383
N -1.1032 0.6166 -1.0154 -0.552 -0.175 -1.431 -0.544
N -1.0384 -1.6017 -0.3936 -0.446 0.556 -0.990 -0.545
N 1.2386 -1.3007 1.0494 0.571 0.584 0.237 0.408
C -0.4809 -0.4207 -0.4584 1.481 -1.310 3.439 0.432
C 1.3092 1.1199 0.4022 -0.448 2.578 0.056 -0.467
C -0.4397 -2.8052 0.0671 -1.327 -2.049 -0.701 -0.362
C 0.5915 2.1821 -0.1989 2.072 -0.427 -0.822 -0.418
C 0.7164 -0.1196 0.3576 0.246 -4.168 0.395 0.606
C -0.5445 1.7815 -1.0049 0.065 0.464 1.366 -0.211
C 0.5481 -2.8515 1.1741 -0.176 3.063 -1.121 0.366
H 0.2015 -3.2076 -0.7767 -0.568 0.165 0.513 0.248
H 2.2297 1.3958 0.9334 -0.453 -0.744 -0.100 0.391
H -1.2886 -3.5855 0.2197 1.574 1.164 -0.145 0.316
H -1.1604 2.4248 -1.5662 -0.062 1.632 -0.501 0.448
H 1.1441 3.2074 -0.2313 -1.663 -1.869 -0.040 0.285
```
Positions in Å, forces in eV/Å.

Its energy relative to the best compared isomer or geometry (same formula, charge and spin) is 115.0 kcal per mole. As for the LUMO energy (alpha / beta): -0.96 / -1.97 eV. Its spin multiplicity is 1. As for the orbital gap (alpha / beta): 7.719 / 6.708 eV.


Formula: C7H5N3O2
Source: OMol25
Level of theory: ωB97M-V/def2-TZVPD

Geometry as XYZ:
```
17
Properties=species:S:1:pos:R:3:forces:R:3:mulliken_charge:R:1
O 1.7140 -2.4183 -1.5511 -2.960 -5.389 0.910 -0.576
O 1.6570 -0.3746 -2.9666 -0.714 1.621 2.485 -0.609
N -1.0191 -0.4283 1.6303 -1.641 3.352 4.871 -0.570
N 0.5287 0.9264 -1.3872 -0.285 0.240 0.838 -0.058
N -0.7805 2.1125 0.2275 0.752 -2.112 0.007 -0.655
C -0.2485 0.9558 -0.2242 0.096 1.360 1.713 0.071
C 0.2252 -1.4616 0.1277 1.161 -0.780 -0.808 -0.308
C -1.3297 0.7937 2.1840 -0.434 -0.081 -0.090 -0.374
C 0.9470 -1.4453 -0.9997 0.941 0.014 -0.386 0.476
C 1.1364 -0.2114 -1.8451 -0.074 -1.839 -2.587 0.261
C -0.3560 -0.2420 0.5831 1.422 -1.023 -4.845 0.721
C -1.2575 1.9903 1.5102 -0.055 -0.321 -1.838 -0.219
H 1.1784 -3.4775 -1.4174 2.543 5.053 -0.363 0.384
H -1.7449 2.8745 1.8733 0.226 0.291 0.517 0.407
H -1.5990 0.8874 3.2108 -0.659 -0.600 0.556 0.410
H 0.1652 -2.2938 0.8492 -0.035 0.275 -0.808 0.373
H 0.7834 1.8121 -1.8047 -0.283 -0.063 -0.173 0.267
```
Positions in Å, forces in eV/Å.

Its energy relative to the best compared isomer or geometry (same formula, charge and spin) is 43.7 kcal per mole. As for the LUMO energy: -0.35 eV. Its spin multiplicity is 1. As for the orbital gap: 8.394 eV.


Formula: C7H5NO
Source: OMol25
Level of theory: ωB97M-V/def2-TZVPD

Geometry as XYZ:
```
14
Properties=species:S:1:pos:R:3:forces:R:3:mulliken_charge:R:1
O 1.6178 1.1008 -0.0741 -1.336 -0.977 0.065 -0.384
N 1.6277 -1.1873 0.0817 2.201 1.962 -0.840 -0.646
C -2.1367 0.6574 -0.0230 0.237 3.709 0.511 -0.093
C -0.9388 -1.3594 -0.0336 0.366 -2.810 0.456 -0.279
C -2.1621 -0.6834 -0.0483 1.206 -2.295 -0.114 -0.564
C 2.3470 -0.0735 -0.0865 -4.306 -0.891 1.546 -0.011
C 0.3315 -0.7342 0.0973 -3.051 0.985 -1.014 0.421
C 0.2523 0.6701 0.0353 1.597 0.669 -0.140 0.894
C -0.9258 1.4369 0.0263 -1.035 -2.598 0.269 -1.007
H -1.0774 2.4636 0.2595 0.646 0.757 -0.386 0.371
H -1.0453 -2.4895 -0.0909 0.625 1.469 0.165 0.262
H -3.0965 1.2023 0.0346 0.683 -0.170 -0.081 0.304
H -3.0782 -1.2902 -0.0444 0.423 0.539 -0.158 0.350
H 3.3553 0.1352 0.0568 1.744 -0.350 -0.278 0.382
```
Positions in Å, forces in eV/Å.

Its energy relative to the best compared isomer or geometry (same formula, charge and spin) is 9.2 kcal per mole. As for the LUMO energy: 0.46 eV. Its spin multiplicity is 1. As for the orbital gap: 9.401 eV.


no.,calculated total energy (hartree)
1,-1415.8132
2,-1201.0884
3,-1128.0500
4,-878.2164
5,-902.4741
6,-584.3332
7,-584.4468
8,-399.7076